# 1
Formula: C30H63N6O8P
Source: the OMol25 dataset
Level of theory: ωB97M-V/def2-TZVPD

Geometry (Å):
C  -0.20  -2.35  -0.17
C  0.50  -0.92  -0.23
C  -0.60  0.20  -0.08
C  1.35  -0.85  -1.60
C  0.92  0.47  -2.41
C  2.91  -0.74  -1.39
O  3.64  -1.99  -1.45
C  3.15  -2.94  -0.55
C  2.62  -4.18  -1.15
C  2.11  -5.28  -0.27
C  2.12  -5.08  1.17
C  2.65  -3.83  1.84
N  2.59  -3.79  3.23
C  3.11  -2.60  3.67
C  3.69  -1.53  2.81
P  4.37  0.04  3.59
O  4.22  -0.05  5.07
O  3.37  1.27  3.03
O  5.92  0.36  3.09
N  3.75  -1.60  1.45
C  3.19  -2.77  0.95
H  -1.32  -2.25  -0.02
H  0.23  -2.94  0.69
H  -0.06  -2.97  -1.09
H  1.25  -0.75  0.60
H  -1.34  0.26  -0.92
H  -0.13  1.21  0.16
H  -1.20  -0.06  0.85
H  1.15  -1.71  -2.31
H  -0.14  0.41  -2.75
H  1.55  0.57  -3.34
H  1.13  1.40  -1.80
H  3.11  -0.13  -0.46
H  3.30  -0.12  -2.25
H  2.61  -4.33  -2.26
H  1.71  -6.26  -0.64
H  1.72  -5.90  1.83
H  3.09  -2.42  4.78
H  3.17  1.13  2.08
H  5.91  0.39  2.10
C  -4.45  5.43  -0.41
C  -4.12  4.39  -1.47
C  -3.51  3.10  -0.89
O  -2.14  3.21  -0.53
C  -1.92  3.77  0.75
N  -3.24  4.99  -2.48
H  -3.56  5.94  -0.03
H  -5.10  6.20  -0.83
H  -4.97  4.98  0.44
H  -5.06  4.11  -1.96
H  -3.54  2.33  -1.67
H  -4.10  2.71  -0.05
H  -2.70  3.50  1.47
H  -1.84  4.86  0.68
H  -0.96  3.40  1.12
H  -3.10  4.32  -3.23
H  -2.32  5.08  -2.06
C  -1.70  -2.89  -7.49
C  -1.89  -1.57  -6.76
C  -0.66  -1.15  -5.93
O  -0.52  -1.85  -4.69
C  0.10  -3.11  -4.80
N  -3.10  -1.64  -5.94
H  -1.78  -3.75  -6.82
H  -2.47  -3.02  -8.26
H  -0.73  -2.93  -7.99
H  -2.04  -0.80  -7.52
H  -0.79  -0.10  -5.65
H  0.26  -1.21  -6.51
H  0.87  -3.13  -5.58
H  -0.64  -3.89  -5.00
H  0.57  -3.34  -3.84
H  -3.27  -0.73  -5.53
H  -2.89  -2.23  -5.14
C  0.30  -7.12  5.39
C  0.65  -8.16  4.33
C  1.26  -9.45  4.90
O  2.62  -9.33  5.28
C  2.84  -8.77  6.56
N  1.53  -7.55  3.33
H  1.18  -6.61  5.78
H  -0.35  -6.36  4.97
H  -0.22  -7.58  6.23
H  -0.29  -8.44  3.83
H  1.24  -10.22  4.12
H  0.66  -9.85  5.74
H  2.06  -9.06  7.27
H  2.91  -7.68  6.49
H  3.80  -9.14  6.94
H  1.68  -8.21  2.57
H  2.45  -7.45  3.75
C  -0.80  10.88  1.69
C  -0.71  9.47  1.12
C  -1.27  9.34  -0.31
O  -2.69  9.32  -0.38
C  -3.30  10.60  -0.36
N  -1.38  8.54  2.04
H  -1.81  11.15  1.99
H  -0.17  10.97  2.57
H  -0.45  11.62  0.96
H  0.35  9.20  1.08
H  -0.95  8.38  -0.72
H  -0.86  10.11  -0.97
H  -2.70  11.36  -0.87
H  -3.50  10.90  0.67
H  -4.26  10.52  -0.86
H  -1.24  7.59  1.71
H  -2.38  8.69  1.94

Computed properties:
E: -2452.59172 hartree
lowest unoccupied orbital energy: -1.0 eV
SMILES: CC(C)[C@@H](C)COc1cccc2ncc(P(=O)(O)O)nc12.COC[C@@H](C)N.COC[C@@H](C)N.COC[C@@H](C)N.COC[C@@H](C)N
highest occupied orbital energy: -8.71 eV
gap between HOMO and LUMO: 7.683 eV

Mulliken atomic charge list, values in e, 99 entries: -1.212 2.061 -2.010 1.669 -1.702 -0.885 -0.519 0.442 -0.074 -0.750 -0.315 0.098 -0.480 -0.367 0.116 0.895 -0.661 -0.528 -0.511 -0.309 0.357 0.496 0.122 0.065 -0.297 0.255 0.212 0.582 -0.878 0.198 0.541 0.319 0.168 0.455 0.457 0.369 0.465 0.451 0.365 0.358 -1.222 0.319 -0.802 -0.177 -0.683 -0.715 0.103 0.350 0.350 0.414 0.339 0.443 0.362 0.122 0.254 0.269 0.326 -1.407 0.358 -0.813 -0.193 -0.395 -0.752 0.283 0.356 0.341 0.424 0.313 0.435 0.338 0.242 -0.120 0.270 0.326 -1.415 0.059 -0.645 -0.377 -0.630 -0.460 0.273 0.341 0.366 0.333 0.348 0.421 0.295 0.221 0.259 0.262 0.278 -1.436 0.389 -0.703 -0.314 -0.724 -0.718 0.278 0.372

=====

# 2
Formula: C5H9I
Source: the OMol25 dataset
Level of theory: ωB97M-V/def2-TZVPD

Geometry (Å):
C  0.05  -1.06  1.73
C  0.62  -0.83  0.48
C  1.39  0.66  -1.34
C  -2.31  0.58  -0.46
C  0.71  0.38  -0.04
I  -2.61  -0.92  0.87
H  0.21  -1.93  2.39
H  -0.16  -0.20  2.28
H  0.97  -1.78  0.01
H  1.16  -0.22  -1.91
H  0.91  1.51  -1.91
H  2.42  0.80  -1.28
H  -1.73  0.34  -1.34
H  -1.95  1.43  0.01
H  0.33  1.24  0.51

Computed properties:
E: -493.43200 hartree
lowest unoccupied orbital energy (alpha / beta): 0.0 / -0.4 eV
energy above the lowest of the compared OMol25 structures with the same formula, charge and spin: 407.52 kJ/mol
highest occupied orbital energy (alpha / beta): -8.12 / -7.34 eV
gap between HOMO and LUMO (alpha / beta): 8.091 / 6.987 eV

How is the electron density shared among the atoms? According to Mulliken, the charges in e are: -1.355 0.266 -1.239 -0.771 -0.141 0.209 0.354 0.449 0.210 0.318 0.297 0.374 0.282 0.321 0.426

=====

# 3
Formula: C12H7BeN2O5
Source: the OMol25 dataset
Level of theory: ωB97M-V/def2-TZVPD

Geometry (Å):
O  -0.01  2.22  -4.93
C  -0.02  1.80  -3.86
Be  0.13  -0.42  -0.25
C  -0.39  0.52  2.00
O  -0.50  0.73  3.11
C  -0.15  -2.17  -0.28
O  -0.44  -3.28  -0.39
C  1.77  0.04  -0.61
O  2.91  0.16  -0.78
C  -1.58  -0.02  -0.41
O  -2.72  0.18  -0.49
H  -0.03  0.17  -1.58
N  2.58  -2.49  3.15
C  1.60  -2.41  2.20
N  1.50  -1.17  1.77
C  2.45  -0.40  2.42
C  2.70  0.97  2.42
C  3.62  1.46  3.36
C  4.28  0.63  4.28
C  4.04  -0.76  4.27
C  3.14  -1.23  3.32
H  2.84  -3.32  3.67
H  1.03  -3.28  1.90
H  2.20  1.60  1.69
H  3.84  2.53  3.37
H  4.98  1.07  5.00
H  4.51  -1.47  4.95

Computed properties:
E: -961.64035 hartree
lowest unoccupied orbital energy: -4.6 eV
energy above the lowest of the compared OMol25 structures with the same formula, charge and spin: 54.95 kJ/mol
highest occupied orbital energy: -12.20 eV
gap between HOMO and LUMO: 7.559 eV
total charge: +1

How is the electron density shared among the atoms? According to Mulliken, the charges in e are: -0.165 0.210 0.310 0.101 -0.165 0.456 -0.224 0.633 -0.233 0.445 -0.278 -0.054 -0.067 -0.417 -0.187 0.483 -0.022 -0.893 -0.480 -0.848 0.281 0.218 0.340 0.390 0.375 0.395 0.396

=====

Max |F|, respectively: 0.0826 0.0704 0.1074 hartree/bohr.